# C19H23LaN3O11P2S

A molecular structure, C19H23LaN3O11P2S in a non-equilibrium geometry (the ωB97M-V functional and the def2-TZVPD basis, OMol25).

For the gap between HOMO and LUMO, the calculation gives 6.67 eV. Its net charge is -1. The value obtained for the LUMO energy is 2.47 eV.

Element x y z (Å)
La1 0.81 0.53 0.63
O1 -0.52 -3.09 1.73
C1 0.61 -2.80 1.11
O2 0.73 -1.91 0.23
C2 1.92 -3.41 1.59
O3 2.97 -2.49 1.65
C3 3.23 -1.73 2.78
C4 1.94 -1.33 3.57
O4 1.81 -1.89 4.65
O5 1.14 -0.52 2.94
H1 -1.12 -2.31 1.61
H2 1.78 -3.94 2.57
H3 2.15 -4.21 0.90
H4 3.99 -2.27 3.43
H5 4.77 -0.23 2.59
N1 -3.88 2.45 2.19
C5 -2.64 1.81 1.95
C6 -1.91 1.87 3.27
P1 -2.79 0.06 1.27
O6 -3.56 0.36 -0.21
O7 -3.69 -0.77 2.14
O8 -1.34 -0.39 1.08
P2 -1.75 2.96 0.85
O9 -2.45 2.89 -0.49
O10 -1.83 4.34 1.65
O11 -0.25 2.60 0.80
H6 -4.25 2.08 3.05
H7 -4.60 2.35 1.49
H8 -2.61 4.42 2.10
H9 -2.50 1.27 4.08
H10 -1.91 2.90 3.61
H11 -0.93 1.40 3.37
H12 -3.31 1.28 -0.52
H13 -1.27 0.58 -1.82
S1 4.17 1.21 0.24
C7 3.39 0.00 1.10
N2 3.95 -0.68 2.18
C8 -0.99 -3.69 -3.29
C9 -1.62 -3.19 -2.18
C10 -1.40 -1.89 -1.76
C11 -0.39 -1.15 -2.38
C12 0.24 -1.65 -3.48
C13 0.00 -2.92 -3.94
N3 -0.32 0.24 -1.89
C14 0.64 1.17 -2.41
C15 0.23 2.52 -2.38
C16 1.13 3.54 -2.74
C17 2.39 3.06 -3.14
C18 2.77 1.72 -3.10
C19 1.90 0.73 -2.78
H14 -1.25 -4.67 -3.70
H15 -2.42 -3.84 -1.81
H16 -1.99 -1.49 -0.96
H17 0.97 -1.06 -4.06
H18 0.51 -3.27 -4.81
H19 -0.78 2.76 -2.27
H20 0.93 4.67 -2.64
H21 3.20 3.72 -3.37
H22 3.83 1.57 -3.46
H23 2.19 -0.28 -2.79

# C19H23N2O15V

A molecular structure, C19H23N2O15V in a non-equilibrium geometry (the ωB97M-V functional and the def2-TZVPD basis, OMol25).

For the gap between HOMO and LUMO, the calculation gives 6.35 eV. Its net charge is 0. The value obtained for the LUMO energy is -3.00 eV.

Element x y z (Å)
O1 -1.01 3.46 4.24
V1 -1.19 1.89 4.11
O2 -1.99 1.32 5.37
O3 0.28 -0.26 1.08
C1 -0.10 0.41 2.15
O4 -0.62 -0.18 3.14
O5 -0.05 1.68 2.20
H1 0.79 0.38 0.53
C2 2.76 -4.37 2.73
O6 3.41 -3.36 2.55
N1 1.40 -4.40 2.78
C3 0.72 -5.67 2.96
C4 0.56 -3.25 2.77
H2 3.20 -5.37 2.88
H3 0.25 -6.00 2.03
H4 -0.12 -5.57 3.65
H5 1.36 -6.48 3.32
H6 1.22 -2.38 2.71
H7 -0.14 -3.13 1.94
H8 -0.03 -3.17 3.68
C5 -2.77 -1.76 0.36
O7 -2.94 -1.61 -0.85
N2 -3.77 -1.79 1.26
C6 -3.49 -2.13 2.64
C7 -5.17 -1.76 0.87
H9 -1.77 -1.87 0.79
H10 -3.66 -1.27 3.28
H11 -2.48 -2.48 2.81
H12 -4.15 -2.96 2.93
H13 -5.60 -2.74 1.10
H14 -5.71 -1.06 1.51
H15 -5.23 -1.45 -0.16
C8 2.84 5.22 0.03
C9 2.17 4.11 0.35
C10 2.09 2.96 -0.61
O8 1.56 1.90 -0.35
C11 2.69 3.16 -1.94
C12 3.34 4.28 -2.23
C13 3.50 5.41 -1.25
O9 4.16 6.38 -1.54
O10 3.93 4.51 -3.41
O11 1.47 4.05 1.48
H16 2.84 6.05 0.74
H17 2.54 2.37 -2.67
H18 4.42 5.35 -3.31
H19 0.84 3.31 1.53
C14 0.85 0.43 -3.33
C15 -0.43 0.28 -2.94
C16 -1.55 0.37 -3.93
O12 -2.65 -0.02 -3.63
C17 -1.20 0.85 -5.27
C18 0.07 1.03 -5.64
C19 1.22 0.82 -4.67
O13 2.37 0.92 -5.05
O14 0.42 1.35 -6.88
O15 -0.74 -0.02 -1.67
H20 1.65 0.33 -2.61
H21 -2.06 1.04 -5.90
H22 1.37 1.21 -6.99
H23 -1.68 -0.35 -1.69

# C19H23N3O4S2

C19H23N3O4S2 in the gas phase in a non-equilibrium geometry (the ωB97M-V functional and the def2-TZVPD basis, OMol25).

For the gap between HOMO and LUMO, the calculation gives 8.44 eV. Its net charge is 0. Its energy above the lowest of the compared OMol25 structures with the same formula, charge and spin is 423.8 kcal/mol. The value obtained for the LUMO energy is -0.22 eV.

Element x y z (Å)
C1 7.63 0.70 0.68
C2 6.25 1.01 0.73
C3 5.59 1.21 -0.68
C4 4.02 1.41 -0.53
O1 3.52 2.37 -0.85
N1 3.15 0.29 -0.04
C5 1.75 0.20 0.32
N2 1.17 1.51 -0.05
C6 -0.22 1.78 0.15
C7 -0.94 0.97 1.09
C8 -2.39 1.51 1.22
C9 -2.96 2.43 0.34
C10 -2.04 2.92 -0.50
C11 -0.69 2.92 -0.43
H1 -0.07 3.41 -1.22
H2 -2.58 3.88 -0.82
S1 -4.60 2.32 0.36
O2 -5.30 1.99 1.59
O3 -4.89 3.86 -0.31
N3 -4.96 1.39 -0.79
C12 -4.38 0.08 -0.79
C13 -3.39 -0.26 -1.32
C14 -2.65 -1.44 -1.15
C15 -3.14 -2.29 0.04
C16 -4.16 -1.73 0.38
C17 -4.70 -0.68 0.34
H3 -5.60 -0.54 0.95
H4 -4.46 -2.36 1.41
O4 -2.60 -3.55 0.35
C18 -1.31 -4.00 -0.34
C19 -0.89 -5.14 0.22
H5 -1.72 -6.02 0.08
H6 0.03 -5.59 -0.19
H7 -0.71 -5.18 1.30
H8 -0.59 -3.27 -0.33
H9 -1.51 -3.95 -1.44
H10 -1.79 -1.86 -1.99
H11 -2.92 0.28 -2.03
H12 -4.74 1.80 -1.79
H13 -3.09 0.88 1.95
H14 -0.49 0.13 1.84
H15 1.62 2.34 -0.04
S2 1.11 -1.20 0.50
H16 3.61 -0.67 0.03
H17 5.79 1.98 -1.30
H18 5.71 0.11 -1.20
H19 6.06 1.87 1.29
H20 5.74 0.11 1.37
H21 8.12 1.56 -0.08
H22 7.59 -0.19 0.15
H23 8.06 0.69 1.53

Among the records above, which one has the lowest gap between HOMO and LUMO? C19H23N2O15V

The lowest gap between HOMO and LUMO belongs to which entry? C19H23N2O15V